C5H9NS | ωB97M-V with the def2-TZVPD basis set

Each line ends with the natural charge from an NBO analysis.
Geometry (Å):
C: 0.580 2.874 -0.018  -0.5892
C: 1.057 1.398 -0.004  -0.5300
C: 0.051 0.434 0.419  -0.2600
S: -1.564 0.686 0.483  0.9864
N: -2.625 -0.205 0.944  -0.7108
H: -0.050 3.149 -0.762  0.2089
H: -0.037 3.081 0.876  0.2054
H: 1.351 3.598 -0.105  0.2179
H: 1.874 1.325 0.595  0.2376
H: 1.427 1.177 -1.002  0.2312
C: 0.319 -2.671 -0.305  -0.4086
C: -0.897 -3.159 -0.156  -0.3905
H: 0.492 -1.598 0.014  0.2027
H: 1.150 -3.364 -0.603  0.2038
H: -1.841 -2.612 0.142  0.2051
H: -1.287 -4.114 -0.518  0.1901

As for the HOMO-LUMO gap (spin up / spin down): 7.026 / 6.939 eV. The molecular weight comes out at 115.2 g/mol. The LUMO energy (spin up / spin down) is -1.878 / -1.909 eV. Its calculated total energy is -648.57304 Eh. Its SMILES is CCC#S#N.C=C.